(1)
Molecular formula: C3H2N2O2P
Method: DFT, ωB97M-V/def2-TZVPD

Values from the calculation:
gap between HOMO and LUMO = 6.545 eV
maximum force = 3.0 eV Å⁻¹
energy relative to the best compared isomer or geometry (same formula, charge and spin) = 15.0 kJ/mol
HOMO = -3.8 eV
M = 129.04 g/mol

The geometry in ORCA input format:
```
! wB97M-V def2-TZVPD RIJCOSX def2/J DEFGRID3
* xyz -1 1
C 1.514 0.698 0.171
C 0.436 -0.282 0.123
C -1.691 -1.174 -0.192
N 1.166 1.960 0.033
N -0.758 -0.035 -0.264
O -1.680 -1.869 -1.192
O -2.317 -1.251 0.858
P -0.002 2.759 -0.505
H 2.564 0.604 0.637
H 0.769 -1.409 0.330
*
```

(2)
Molecular formula: C3H2N2O2S
Method: DFT, ωB97M-V/def2-TZVPD

Values from the calculation:
gap between HOMO and LUMO = 9.802 eV
maximum force = 5.4 eV Å⁻¹
energy relative to the best compared isomer or geometry (same formula, charge and spin) = 132.0 kJ/mol
HOMO = -10.4 eV
M = 130.13 g/mol
SMILES = [H]/N=C1/NC(=O)C(=O)S1

The geometry in ORCA input format:
```
! wB97M-V def2-TZVPD RIJCOSX def2/J DEFGRID3
* xyz 0 1
C -1.070 -0.007 -0.029
C 1.249 0.526 -0.007
C 1.214 -1.037 -0.050
H -2.851 -0.572 -0.089
H -0.234 1.944 0.069
N -2.267 0.295 -0.108
N -0.011 0.994 0.151
O 2.122 1.276 0.022
O 2.227 -1.743 -0.064
S -0.378 -1.677 0.105
*
```

(3)
Molecular formula: C3H2N2O3
Method: DFT, ωB97M-V/def2-TZVPD

Values from the calculation:
gap between HOMO and LUMO = 9.095 eV
maximum force = 6.5 eV Å⁻¹
energy relative to the best compared isomer or geometry (same formula, charge and spin) = 482.4 kJ/mol
HOMO = -10.4 eV
M = 114.06 g/mol
SMILES = O=Cn1ncc(=O)o1

The geometry in ORCA input format:
```
! wB97M-V def2-TZVPD RIJCOSX def2/J DEFGRID3
* xyz 0 1
C -1.658 -0.559 0.759
C 1.491 -0.322 -0.510
C 0.883 0.953 -0.726
H -2.294 0.123 0.271
H 2.503 -0.432 -0.649
N -0.261 -0.157 0.765
N 0.687 -0.936 0.477
O -2.156 -1.603 1.157
O 1.187 1.976 -1.361
O -0.382 0.957 -0.183
*
```

(4)
Molecular formula: C3H2N2O3
Method: DFT, ωB97M-V/def2-TZVPD

Values from the calculation:
gap between HOMO and LUMO = 10.753 eV
maximum force = 3.1 eV Å⁻¹
energy relative to the best compared isomer or geometry (same formula, charge and spin) = 342.8 kJ/mol
HOMO = -10.2 eV
M = 114.06 g/mol
SMILES = O=COc1conn1

The geometry in ORCA input format:
```
! wB97M-V def2-TZVPD RIJCOSX def2/J DEFGRID3
* xyz 0 1
C 1.945 -0.337 -0.048
C -0.342 -0.408 0.017
C -0.781 0.883 -0.125
H 2.817 -0.994 -0.131
H -0.354 1.856 -0.226
N -2.493 -0.417 0.160
N -1.491 -1.201 0.157
O 1.967 0.813 0.285
O 0.810 -1.038 -0.081
O -2.077 0.841 -0.008
*
```

(5)
Molecular formula: C3H2N2O3
Method: DFT, ωB97M-V/def2-TZVPD

Values from the calculation:
gap between HOMO and LUMO = 11.215 eV
maximum force = 8.9 eV Å⁻¹
energy relative to the best compared isomer or geometry (same formula, charge and spin) = 693.4 kJ/mol
HOMO = -11.0 eV
M = 114.06 g/mol

The geometry in ORCA input format:
```
! wB97M-V def2-TZVPD RIJCOSX def2/J DEFGRID3
* xyz 0 1
C -2.067 -0.302 -0.016
C 0.459 -0.351 -0.242
C 0.787 0.817 0.091
H -2.765 -1.334 0.733
H 0.171 1.759 0.527
N 2.574 -0.347 -0.243
N 1.677 -1.125 -0.440
O -2.101 0.923 -0.565
O -0.899 -1.002 0.113
O 2.165 0.962 0.043
*
```

(6)
Molecular formula: C3H2N2O3
Method: DFT, ωB97M-V/def2-TZVPD

Values from the calculation:
gap between HOMO and LUMO = 9.643 eV
maximum force = 9.9 eV Å⁻¹
energy relative to the best compared isomer or geometry (same formula, charge and spin) = 518.1 kJ/mol
HOMO = -10.4 eV
M = 114.06 g/mol
SMILES = O=C1OC=NC=NO1

The geometry in ORCA input format:
```
! wB97M-V def2-TZVPD RIJCOSX def2/J DEFGRID3
* xyz 0 1
C -1.193 0.128 -0.021
C 0.693 1.474 0.246
C 1.572 -0.720 -0.333
H 0.706 2.394 0.479
H 2.674 -1.026 -0.632
N 1.720 0.703 -0.017
N 0.704 -1.616 -0.015
O -2.275 -0.206 -0.279
O -0.585 1.211 -0.141
O -0.488 -1.040 0.549
*
```

(7)
Molecular formula: C3H2N2OS
Method: DFT, ωB97M-V/def2-TZVPD

Values from the calculation:
gap between HOMO and LUMO = 8.105 eV
maximum force = 3.3 eV Å⁻¹
energy relative to the best compared isomer or geometry (same formula, charge and spin) = 235.6 kJ/mol
HOMO = -9.4 eV
M = 114.13 g/mol
SMILES = S=c1cnocn1

The geometry in ORCA input format:
```
! wB97M-V def2-TZVPD RIJCOSX def2/J DEFGRID3
* xyz 0 1
C -1.094 -0.147 0.036
C -0.315 1.098 0.113
C 1.038 -1.112 0.009
H -1.042 2.023 0.253
H 1.707 -1.916 -0.232
N 0.937 1.293 -0.003
N -0.254 -1.241 0.180
O 1.715 0.057 -0.233
S -2.692 -0.055 -0.124
*
```

(8)
Molecular formula: C3H2N2OS
Method: DFT, ωB97M-V/def2-TZVPD

Values from the calculation:
gap between HOMO and LUMO = 8.559 eV
maximum force = 2.9 eV Å⁻¹
energy relative to the best compared isomer or geometry (same formula, charge and spin) = 267.0 kJ/mol
HOMO = -9.8 eV
M = 114.13 g/mol
SMILES = C=NOC(=S)C#N

The geometry in ORCA input format:
```
! wB97M-V def2-TZVPD RIJCOSX def2/J DEFGRID3
* xyz 0 1
C -1.827 0.011 -0.690
C 1.294 0.504 0.472
C 1.593 -0.905 0.575
H -2.458 -0.788 -1.200
H -2.131 1.094 -0.511
N -0.645 -0.364 -0.354
N 1.826 -2.039 0.765
O -0.015 0.787 0.136
S 2.362 1.700 0.806
*
```

(9)
Molecular formula: C3H2N2S2
Method: DFT, ωB97M-V/def2-TZVPD

Values from the calculation:
gap between HOMO and LUMO (alpha / beta) = 6.884 / 6.890 eV
maximum force = 3.1 eV Å⁻¹
energy relative to the best compared isomer or geometry (same formula, charge and spin) = 442.7 kJ/mol
HOMO (alpha / beta) = -7.9 / -7.9 eV
M = 130.20 g/mol

The geometry in ORCA input format:
```
! wB97M-V def2-TZVPD RIJCOSX def2/J DEFGRID3
* xyz 0 1
C 0.824 0.929 -0.046
C -1.694 -1.084 -0.106
C 1.854 0.170 0.047
N -1.729 0.050 0.179
N -1.745 1.319 -0.027
S -1.769 -2.642 -0.027
S -0.304 2.063 -0.048
H 2.537 -0.245 0.793
H 2.027 -0.560 -0.764
*
```

(10)
Molecular formula: C3H2N3O
Method: DFT, ωB97M-V/def2-TZVPD

Values from the calculation:
gap between HOMO and LUMO (alpha / beta) = 7.730 / 6.348 eV
maximum force = 2.9 eV Å⁻¹
energy relative to the best compared isomer or geometry (same formula, charge and spin) = 457.4 kJ/mol
HOMO (alpha / beta) = -15.3 / -15.5 eV
M = 96.07 g/mol

The geometry in ORCA input format:
```
! wB97M-V def2-TZVPD RIJCOSX def2/J DEFGRID3
* xyz 1 1
C -0.005 -0.786 0.107
C -1.814 0.718 0.182
C 1.168 -0.218 -0.133
N 3.403 0.361 -0.603
N -1.244 -0.552 0.266
N 2.366 -0.006 -0.357
O -1.143 1.667 -0.056
H 0.165 -1.880 0.222
H -2.895 0.696 0.372
*
```

(11)
Molecular formula: C3H2N4O
Method: DFT, ωB97M-V/def2-TZVPD

Values from the calculation:
gap between HOMO and LUMO = 8.091 eV
maximum force = 6.0 eV Å⁻¹
energy relative to the best compared isomer or geometry (same formula, charge and spin) = 190.0 kJ/mol
HOMO = -9.7 eV
M = 110.08 g/mol
SMILES = O=c1ncnncn1

The geometry in ORCA input format:
```
! wB97M-V def2-TZVPD RIJCOSX def2/J DEFGRID3
* xyz 0 1
C 0.207 -0.118 1.190
C 1.239 -0.335 -0.877
C -1.139 0.936 -0.454
H 2.134 -0.439 -1.554
H -1.583 1.932 -0.921
N 1.323 -0.158 0.395
N 0.017 -0.667 -1.730
N -1.117 -0.106 -1.440
N -0.579 0.953 0.604
O 0.012 -0.568 2.315
*
```

(12)
Molecular formula: C3H2N4O
Method: DFT, ωB97M-V/def2-TZVPD

Values from the calculation:
gap between HOMO and LUMO = 8.560 eV
maximum force = 19.2 eV Å⁻¹
energy relative to the best compared isomer or geometry (same formula, charge and spin) = 430.9 kJ/mol
HOMO = -10.0 eV
M = 110.08 g/mol
SMILES = [H]/N=c1/nc(C#N)o[nH]1

The geometry in ORCA input format:
```
! wB97M-V def2-TZVPD RIJCOSX def2/J DEFGRID3
* xyz 0 1
C 1.077 -0.288 -0.171
C -1.138 -0.096 -0.470
C -2.404 -0.278 -0.305
H 3.190 -0.757 0.049
H 0.859 1.694 0.922
N 2.049 -1.085 0.052
N -0.212 -0.988 -0.205
N 0.803 1.167 0.037
N -3.503 -0.578 0.326
O -0.722 1.209 -0.234
*
```

(13)
Molecular formula: C3H2N4O
Method: DFT, ωB97M-V/def2-TZVPD

Values from the calculation:
gap between HOMO and LUMO = 8.841 eV
maximum force = 9.4 eV Å⁻¹
energy relative to the best compared isomer or geometry (same formula, charge and spin) = 448.8 kJ/mol
HOMO = -10.2 eV
M = 110.08 g/mol
SMILES = O=c1ccnnnn1

The geometry in ORCA input format:
```
! wB97M-V def2-TZVPD RIJCOSX def2/J DEFGRID3
* xyz 0 1
C -0.105 -0.752 0.866
C -1.369 -0.467 -0.101
C -1.252 0.205 -1.175
H -2.351 -0.957 0.357
H -2.161 0.284 -1.834
N -0.397 1.256 -1.053
N 0.758 1.317 -0.589
N 1.445 0.273 -0.480
N 1.172 -0.649 0.334
O 0.004 -1.078 2.058
*
```

(14)
Molecular formula: C3H2N4O
Method: DFT, ωB97M-V/def2-TZVPD

Values from the calculation:
gap between HOMO and LUMO = 8.955 eV
maximum force = 4.0 eV Å⁻¹
energy relative to the best compared isomer or geometry (same formula, charge and spin) = 273.7 kJ/mol
HOMO = -10.0 eV
M = 110.08 g/mol
SMILES = O=c1nccnnn1

The geometry in ORCA input format:
```
! wB97M-V def2-TZVPD RIJCOSX def2/J DEFGRID3
* xyz 0 1
C -1.419 -0.253 0.045
C 0.366 1.064 -0.334
C 1.147 0.083 0.562
H 0.619 2.126 -0.668
H 2.054 0.524 1.236
N -0.901 0.951 -0.668
N 0.928 -1.180 0.502
N 0.309 -1.646 -0.625
N -0.877 -1.227 -0.942
O -2.226 -0.443 0.891
*
```

(15)
Molecular formula: C3H2N4O
Method: DFT, ωB97M-V/def2-TZVPD

Values from the calculation:
gap between HOMO and LUMO = 10.159 eV
maximum force = 4.7 eV Å⁻¹
energy relative to the best compared isomer or geometry (same formula, charge and spin) = 178.1 kJ/mol
HOMO = -10.2 eV
M = 110.08 g/mol
SMILES = N#Cc1ncn(O)n1

The geometry in ORCA input format:
```
! wB97M-V def2-TZVPD RIJCOSX def2/J DEFGRID3
* xyz 0 1
C 0.729 1.062 0.055
C -1.107 0.016 0.033
C -2.517 -0.223 -0.080
H 2.481 -1.648 0.372
H 1.472 1.919 -0.264
N 1.023 -0.248 0.094
N -0.635 1.283 -0.014
N -0.087 -0.946 0.010
N -3.651 -0.538 -0.035
O 2.294 -0.677 -0.170
*
```

(16)
Molecular formula: C3H2N6
Method: DFT, ωB97M-V/def2-TZVPD

Values from the calculation:
gap between HOMO and LUMO = 9.412 eV
maximum force = 4.6 eV Å⁻¹
energy relative to the best compared isomer or geometry (same formula, charge and spin) = 179.5 kJ/mol
HOMO = -9.8 eV
M = 122.09 g/mol
SMILES = N#C[C@@H]1N=NNN1C#N

The geometry in ORCA input format:
```
! wB97M-V def2-TZVPD RIJCOSX def2/J DEFGRID3
* xyz 0 1
C 1.859 0.706 0.047
C -1.534 1.081 0.102
C 0.798 -0.027 0.695
N 2.714 1.391 -0.286
N -2.428 1.756 0.401
N 0.840 -1.397 0.490
N 0.043 -1.893 -0.317
N -0.782 -0.992 -0.837
N -0.597 0.310 -0.385
H 0.513 0.460 1.609
H -1.425 -1.396 -1.518
*
```

(17)
Molecular formula: C3H2N8S
Method: DFT, ωB97M-V/def2-TZVPD

Values from the calculation:
gap between HOMO and LUMO = 6.145 eV
maximum force = 4.7 eV Å⁻¹
energy relative to the best compared isomer or geometry (same formula, charge and spin) = 202.8 kJ/mol
HOMO = -0.7 eV
M = 182.17 g/mol

The geometry in ORCA input format:
```
! wB97M-V def2-TZVPD RIJCOSX def2/J DEFGRID3
* xyz -2 1
C -0.647 -0.550 1.550
C 0.780 0.975 -1.251
C -0.411 0.253 -1.262
N -1.096 -2.072 3.015
N 2.154 2.587 -1.019
N -1.322 -0.802 2.644
N 0.862 2.281 -0.892
N 0.040 -1.702 1.250
N 2.030 0.595 -1.690
N -0.303 -2.675 2.194
N 2.837 1.575 -1.434
S -0.923 -0.990 -2.162
H -1.060 0.537 -0.339
H 0.410 -1.930 0.389
*
```

(18)
Molecular formula: C3H2NO3
Method: DFT, ωB97M-V/def2-TZVPD

Values from the calculation:
gap between HOMO and LUMO = 7.017 eV
maximum force = 1.7 eV Å⁻¹
energy relative to the best compared isomer or geometry (same formula, charge and spin) = 270.5 kJ/mol
HOMO = -3.3 eV
M = 100.05 g/mol

The geometry in ORCA input format:
```
! wB97M-V def2-TZVPD RIJCOSX def2/J DEFGRID3
* xyz -1 1
C 2.222 1.041 0.411
C -1.217 -0.751 -0.494
C -1.960 0.274 0.033
N 1.932 -0.034 0.013
O -0.170 -1.201 -0.956
O 2.686 2.024 0.847
O -2.490 -1.131 -0.545
H -2.090 0.272 1.116
H 1.087 -0.493 -0.426
*
```

(19)
Molecular formula: C3H2NO3
Method: DFT, ωB97M-V/def2-TZVPD

Values from the calculation:
gap between HOMO and LUMO = 8.050 eV
maximum force = 2.4 eV Å⁻¹
energy relative to the best compared isomer or geometry (same formula, charge and spin) = 98.1 kJ/mol
HOMO = -3.8 eV
M = 100.05 g/mol
SMILES = O=CC(=O)/N=C\[O-]

The geometry in ORCA input format:
```
! wB97M-V def2-TZVPD RIJCOSX def2/J DEFGRID3
* xyz -1 1
C -1.191 -0.580 -0.502
C 0.930 -0.614 0.084
C 0.530 0.993 0.361
N -0.127 -1.334 -0.387
O 0.997 1.936 -0.252
O 2.031 -1.037 0.363
O -1.264 0.635 -0.220
H -2.096 -1.100 -0.865
H 0.189 1.101 1.419
*
```

(20)
Molecular formula: C3H2NO3
Method: DFT, ωB97M-V/def2-TZVPD

Values from the calculation:
gap between HOMO and LUMO = 7.518 eV
maximum force = 3.3 eV Å⁻¹
energy relative to the best compared isomer or geometry (same formula, charge and spin) = 344.0 kJ/mol
HOMO = -3.2 eV
M = 100.05 g/mol
SMILES = O=C([O-])OC1=CN1

The geometry in ORCA input format:
```
! wB97M-V def2-TZVPD RIJCOSX def2/J DEFGRID3
* xyz -1 1
C 0.443 1.118 -0.093
C 0.970 2.924 1.834
C 0.846 -0.112 -0.087
N -0.249 0.273 -1.088
O 0.757 2.116 2.706
O 0.714 2.330 0.256
O 1.278 4.030 1.626
H 1.174 -1.063 0.318
H -1.158 0.099 -0.812
*
```